Record 1
Entry from the OMol25 dataset: 2 unconnected molecules or ions with the total composition C19H30ClFIN4O6S in a non-equilibrium geometry (wB97M-V/def2-TZVPD).

The geometry in XYZ format:
```
63
Properties=species:S:1:pos:R:3:mulliken_charge:R:1
C 3.788 -3.883 3.137 -1.02
C 2.482 -3.624 2.125 -0.45
I 0.715 -4.267 3.253 0.07
C 2.471 -1.995 1.747 -0.65
C 2.318 -1.750 0.133 0.33
S 0.763 -2.711 -0.274 -0.08
C 3.713 -2.367 -0.545 0.41
O 3.910 -3.499 -1.226 -0.59
O 4.664 -1.257 -0.217 -0.41
C 4.059 0.075 0.053 -0.22
C 4.826 1.427 -0.479 -0.45
C 5.622 2.259 0.717 0.37
O 6.919 2.586 0.498 -0.50
Cl 4.871 2.793 2.331 -0.16
C 2.494 -0.206 -0.467 1.27
C 1.682 0.956 0.355 0.13
C 0.650 1.858 -0.543 -0.89
C -0.885 1.205 -0.602 -0.18
C -1.571 1.237 0.897 -0.46
N -3.083 1.197 0.894 -0.02
C -3.444 0.202 2.010 0.34
N -4.169 -0.912 1.632 -0.73
N -3.001 0.441 3.449 -0.59
C 2.412 -0.234 -2.126 -0.59
O 3.516 -0.206 -2.924 -0.56
N 1.083 -0.328 -2.904 0.11
C 1.107 -1.469 -3.897 0.50
O 0.140 -1.463 -4.855 -0.51
F 2.042 -2.617 -3.900 -0.17
H 4.783 -3.387 2.715 0.27
H 3.599 -3.367 4.195 0.34
H 4.031 -5.023 3.280 0.34
H 2.678 -4.302 1.191 0.51
H 1.497 -1.559 2.276 0.35
H 3.447 -1.562 2.228 0.11
H -0.007 -2.092 -1.272 0.13
H 4.002 0.292 1.225 0.16
H 4.115 2.096 -1.125 0.35
H 5.687 1.047 -1.213 0.34
H 2.393 1.730 0.921 0.00
H 1.078 0.408 1.221 -0.11
H 0.515 2.889 0.036 0.48
H 1.035 2.137 -1.612 0.30
H -1.563 1.884 -1.304 0.35
H -0.855 0.146 -1.102 0.03
H -1.154 0.300 1.497 0.08
H -1.114 2.184 1.452 0.10
H -3.374 2.168 1.203 0.24
H -4.319 -0.816 0.585 0.36
H -2.502 1.364 3.534 0.32
H -2.294 -0.334 3.627 0.25
H 1.039 0.556 -3.494 0.38
C -7.440 1.824 -0.692 -1.35
C -6.314 2.382 -1.578 0.42
C -6.022 1.388 -2.715 -1.33
O -5.225 2.481 -0.835 -0.85
H -7.182 0.855 -0.245 0.26
H -7.690 2.514 0.123 0.30
H -8.352 1.676 -1.284 0.42
H -6.728 3.278 -2.062 0.21
H -5.711 0.403 -2.342 0.25
H -5.232 1.760 -3.380 0.29
H -6.919 1.236 -3.327 0.41
```

## Properties
E   -2667.9318 hartree
Max |F|   9.86 eV/A
Charge   -1
Frontier orbital gap   2.88 eV


Record 2
Entry from the OMol25 dataset: a molecular structure, C36H36N6O3S5Y in a non-equilibrium geometry (wB97M-V/def2-TZVPD).

The geometry in XYZ format:
```
87
Properties=species:S:1:pos:R:3:mulliken_charge:R:1
Y 0.526 0.160 0.443 0.10
S -0.933 -2.026 0.137 -0.53
C -0.488 -2.315 -1.526 0.39
C -0.151 -3.624 -1.878 -0.67
C 0.204 -3.950 -3.168 -0.60
C 0.216 -2.973 -4.153 -0.60
C -0.152 -1.679 -3.837 -0.55
C -0.492 -1.339 -2.536 0.53
S -0.963 0.349 -2.180 -0.03
C 0.452 1.347 -2.827 -0.20
C 0.733 2.498 -1.912 0.40
C 0.506 3.797 -2.351 -0.96
C 0.750 4.852 -1.485 -0.69
C 1.261 4.580 -0.232 -0.90
C 1.521 3.256 0.127 0.90
C 2.134 2.938 1.441 0.27
S 3.582 1.827 1.250 -0.45
C 3.289 0.246 2.100 -0.19
C 4.630 -0.511 2.185 -0.93
C 4.633 -1.325 3.479 -0.11
C 4.246 -0.476 4.646 -1.17
C 3.057 0.113 4.584 -1.18
C 2.355 -0.062 3.291 2.44
S 0.683 0.623 3.123 -0.50
N 1.230 2.239 -0.697 0.40
H -0.156 -4.372 -1.099 0.43
H 0.471 -4.966 -3.415 0.36
H 0.508 -3.219 -5.162 0.38
H -0.164 -0.913 -4.601 0.37
H 0.190 1.711 -3.820 0.65
H 1.305 0.672 -2.876 -0.16
H 0.127 3.972 -3.349 0.43
H 0.549 5.869 -1.796 0.42
H 1.441 5.370 0.479 0.48
H 1.422 2.431 2.123 -1.07
H 2.503 3.837 1.933 0.74
H 5.540 0.068 2.037 0.51
H 5.585 -1.839 3.624 0.69
H 4.911 -0.407 5.492 0.41
H 2.616 0.722 5.355 0.50
C -4.858 5.685 2.225 -1.20
C -3.493 5.998 1.609 -0.71
N -2.376 5.479 2.360 0.16
C -1.830 6.272 3.432 -0.82
C -2.523 6.041 4.775 -1.03
C -1.924 4.209 2.139 0.38
S -0.662 3.608 3.062 -0.55
N -2.618 3.528 1.237 -0.10
C -2.360 2.373 0.657 -0.74
O -1.254 1.780 0.543 0.43
C -3.594 1.841 -0.006 0.56
C -4.658 2.709 -0.251 -0.16
C -5.803 2.267 -0.881 -0.79
C -5.907 0.940 -1.273 -0.37
C -4.866 0.064 -1.013 -0.95
C -3.716 0.506 -0.381 0.15
H -5.647 5.996 1.542 0.37
H -4.992 6.217 3.163 0.39
H -4.934 4.614 2.405 0.24
H -3.363 7.082 1.521 0.43
H -3.447 5.556 0.612 0.45
H -1.877 7.331 3.150 0.40
H -0.783 5.978 3.541 0.39
H -3.523 6.469 4.791 0.29
H -1.936 6.486 5.576 0.39
H -2.605 4.972 4.951 0.26
H -4.575 3.733 0.079 0.29
H -6.611 2.962 -1.075 0.41
H -6.797 0.592 -1.779 0.37
H -4.943 -0.976 -1.302 0.45
H -2.923 -0.195 -0.153 0.56
N 4.629 -3.580 0.110 -0.44
C 4.199 -2.853 1.163 -0.94
C 4.101 -1.371 1.010 0.23
N 2.718 -0.911 1.344 -0.64
C 2.350 -1.489 2.677 -1.07
C 3.488 -2.350 3.236 -0.05
N 3.874 -3.363 2.295 -0.93
H 4.448 -3.144 -0.794 0.47
H 4.442 -4.568 0.179 0.28
H 4.403 -1.005 0.031 1.45
H 1.385 -2.007 2.670 0.42
H 3.192 -2.834 4.172 0.55
O 3.701 -2.002 -1.980 -0.83
C 2.713 -1.303 -2.155 -0.41
O 2.025 -0.662 -1.327 0.46
H 2.371 -1.203 -3.237 0.22
```

## Properties
E   -3977.2330 hartree
Max |F|   1.62 eV/A
Charge   -1
Relative energy (zero: lowest compared OMol25 entry of this formula, charge and spin)   0.00 kJ/mol
Frontier orbital gap   6.89 eV


Record 3
Entry from the OMol25 dataset: a single C2H2IN2PS molecule in a non-equilibrium geometry (wB97M-V/def2-TZVPD).

The geometry in XYZ format:
```
9
Properties=species:S:1:pos:R:3:mulliken_charge:R:1
P 2.693 -0.581 -0.510 -0.11
C 1.028 -0.458 0.031 0.31
N -0.137 -0.459 -0.103 0.61
N -1.359 -0.561 -0.021 -0.92
C -2.225 0.442 0.033 0.21
S -1.910 2.039 -0.009 -0.31
I -4.208 -0.360 0.203 0.05
H 3.200 -0.853 0.766 0.08
H 2.919 0.793 -0.390 0.09
```

## Properties
E   -1224.0327 hartree
Max |F|   3.01 eV/A
Relative energy (zero: lowest compared OMol25 entry of this formula, charge and spin)   166.75 kJ/mol
SMILES   [PH2]#C/N=N/C(=S)I
Frontier orbital gap   7.75 eV


Record 4
Entry from the OMol25 dataset: 7 unconnected molecules or ions with the total composition C24H67N5O9 in a non-equilibrium geometry (wB97M-V/def2-TZVPD).

The geometry in XYZ format:
```
105
Properties=species:S:1:pos:R:3:mulliken_charge:R:1
C 26.451 7.501 18.259 -0.83
O 26.509 8.160 17.052 -0.22
C 25.174 8.418 16.605 -0.60
C 25.276 9.330 15.320 1.51
C 24.561 10.631 15.148 -1.53
N 25.088 8.517 14.095 -0.75
H 25.741 7.887 18.990 0.27
H 27.408 7.580 18.776 0.27
H 26.272 6.446 18.052 0.32
H 24.558 7.528 16.481 0.44
H 24.671 9.106 17.284 0.11
H 26.304 9.681 15.400 -0.70
H 23.565 10.652 15.591 0.40
H 24.584 10.954 14.107 0.50
H 25.166 11.332 15.723 0.21
H 24.112 8.527 13.837 0.26
H 25.043 7.587 14.485 0.35
C 27.698 11.489 13.897 -0.49
O 28.867 11.638 13.081 -0.41
C 29.292 10.423 12.421 -0.66
C 30.211 9.460 13.342 0.55
C 31.087 8.555 12.479 -1.51
N 29.232 8.638 14.113 -0.57
H 27.831 10.941 14.829 -0.14
H 26.786 11.057 13.485 0.48
H 27.395 12.490 14.202 0.34
H 28.503 10.051 11.767 0.32
H 30.078 10.790 11.760 0.31
H 30.955 10.074 13.850 0.12
H 30.461 7.947 11.826 0.34
H 31.618 7.798 13.057 0.40
H 31.908 9.116 12.032 0.41
H 28.512 9.171 14.580 0.25
H 28.802 7.850 13.649 0.25
C 21.438 8.754 21.822 -0.38
O 22.640 8.047 22.199 -0.29
C 22.889 7.842 23.639 -0.68
C 24.318 7.137 23.787 0.31
C 24.994 7.139 25.215 -1.50
N 25.132 7.954 22.875 -0.72
H 20.686 8.114 22.283 0.42
H 21.323 8.606 20.749 0.28
H 21.478 9.829 22.002 -0.14
H 22.919 8.846 24.065 0.35
H 22.159 7.223 24.159 0.44
H 24.287 6.128 23.376 0.41
H 26.079 7.231 25.160 0.40
H 24.857 6.159 25.672 0.37
H 24.746 7.962 25.885 0.34
H 25.060 8.931 23.121 0.26
H 24.675 7.745 21.999 0.24
C 20.828 13.157 21.835 -0.72
O 21.183 12.270 22.870 -0.36
C 19.992 11.738 23.317 -0.90
C 19.302 12.586 24.455 0.58
C 20.169 12.689 25.686 -1.37
N 18.024 12.103 24.803 -0.71
H 19.969 13.825 21.894 0.39
H 20.725 12.520 20.956 0.36
H 21.568 13.939 21.662 0.10
H 19.293 11.657 22.485 0.42
H 20.143 10.745 23.739 0.48
H 19.204 13.595 24.053 0.12
H 19.782 13.156 26.591 0.44
H 21.037 13.271 25.376 0.29
H 20.549 11.679 25.844 0.27
H 17.830 12.443 25.734 0.28
H 17.994 11.110 24.982 0.25
C 24.194 11.330 20.680 -0.57
O 24.931 10.910 19.543 -0.22
C 25.218 12.037 18.678 -0.36
C 26.651 12.401 18.186 0.60
C 27.596 12.654 19.383 -1.54
N 26.575 13.666 17.393 -0.58
H 24.750 12.080 21.243 0.33
H 24.094 10.599 21.482 -0.03
H 23.144 11.611 20.602 0.40
H 24.580 11.970 17.796 0.16
H 24.976 12.930 19.254 -0.07
H 27.143 11.636 17.585 0.36
H 27.053 13.399 19.965 0.28
H 28.498 13.154 19.029 0.42
H 27.904 11.816 20.008 0.32
H 26.425 14.360 18.112 0.14
H 27.451 13.968 16.989 0.36
O 26.927 18.050 17.576 -0.50
C 28.199 17.780 17.048 -0.48
C 28.954 16.623 17.852 0.19
O 29.035 16.890 19.234 -0.56
H 26.859 18.997 17.440 0.30
H 28.212 17.545 15.983 0.30
H 28.823 18.673 17.004 0.40
H 29.983 16.446 17.542 0.43
H 28.389 15.702 17.710 -0.41
H 28.203 16.681 19.665 0.38
O 23.692 15.837 21.423 -0.51
C 23.572 16.494 20.144 -0.54
C 24.356 15.912 18.909 -0.16
O 25.746 15.868 19.101 -0.43
H 24.616 15.681 21.631 0.29
H 22.500 16.572 19.962 0.38
H 23.966 17.500 20.286 0.31
H 24.251 16.371 17.926 0.48
H 24.079 14.860 18.832 -0.01
H 26.063 16.618 18.592 0.07
```

## Properties
E   -1905.2433 hartree
Max |F|   3.86 eV/A
Relative energy (zero: lowest compared OMol25 entry of this formula, charge and spin)   458.23 kJ/mol
SMILES   COC[C@H](C)N.COC[C@H](C)N.COC[C@H](C)N.COC[C@H](C)N.COC[C@H](C)N.OCCO.OCCO
Frontier orbital gap   8.44 eV


Record 5
Entry from the OMol25 dataset: a molecular structure, C2HO3Yb in a non-equilibrium geometry (wB97M-V/def2-TZVPD).

The geometry in XYZ format:
```
7
Properties=species:S:1:pos:R:3:lowdin_spin:R:1
O 0.080 -0.170 -0.239 -0.02
O -1.947 -0.684 0.068 0.24
O -1.451 1.537 -0.093 0.06
C -1.139 -1.801 0.080 0.63
C -1.085 0.399 -0.085 0.00
H -0.759 -1.956 -0.953 0.09
Yb 2.261 0.165 0.106 0.00
```

## Properties
E   -1460.3818 hartree
Max |F|   5.84 eV/A
Charge   +2
Relative energy (zero: lowest compared OMol25 entry of this formula, charge and spin)   327.61 kJ/mol
Expectation value of S²   0.76
Spin multiplicity   2
Frontier orbital gap (spin up / spin down)   9.25 / 8.47 eV


Record 6
Entry from the OMol25 dataset: 2 unconnected molecules or ions with the total composition CH3I3Si in a non-equilibrium geometry (wB97M-V/def2-TZVPD).

The geometry in XYZ format:
```
8
Properties=species:S:1:pos:R:3:lowdin_spin:R:1
C -0.730 1.557 0.692 0.79
Si 0.572 -1.440 -0.273 0.57
I -1.889 2.113 -0.942 0.16
I 2.814 -1.756 0.697 0.16
I 0.594 -1.334 -2.731 0.15
H -1.278 1.290 1.576 0.04
H 0.190 2.102 0.804 0.04
H -0.272 -2.532 0.177 0.08
```

## Properties
E   -1222.4101 hartree
Max |F|   1.11 eV/A
Relative energy (zero: lowest compared OMol25 entry of this formula, charge and spin)   162.35 kJ/mol
Expectation value of S²   2.01
Spin multiplicity   3
Frontier orbital gap (spin up / spin down)   7.66 / 7.56 eV


Record 7
Entry from the OMol25 dataset: a single C5H5NO molecule in a non-equilibrium geometry (wB97M-V/def2-TZVPD).

The geometry in XYZ format:
```
12
Properties=species:S:1:pos:R:3:mulliken_charge:R:1
C 0.900 1.804 -0.754 -0.57
C 0.695 0.777 0.012 -0.24
C 0.363 -0.466 0.269 0.63
C 1.399 -1.427 0.503 0.08
N 2.239 -2.194 0.720 -0.42
C -1.103 -0.857 0.377 -0.48
O -1.960 0.018 -0.305 -0.50
H 0.827 1.355 -1.736 0.24
H 1.107 2.854 -0.559 0.29
H -1.330 -0.915 1.448 0.27
H -1.258 -1.847 -0.063 0.37
H -1.879 0.898 0.088 0.33
```

## Properties
E   -323.4218 hartree
Max |F|   1.25 eV/A
Relative energy (zero: lowest compared OMol25 entry of this formula, charge and spin)   257.05 kJ/mol
SMILES   C=C=C(C#N)CO
Frontier orbital gap   10.21 eV


- Which of these has the lowest max |F|?
  CH3I3Si


Repeat the fifth record exactly.
Entry from the OMol25 dataset: a molecular structure, C2HO3Yb in a non-equilibrium geometry (wB97M-V/def2-TZVPD).

The geometry in XYZ format:
```
7
Properties=species:S:1:pos:R:3:lowdin_spin:R:1
O 0.080 -0.170 -0.239 -0.02
O -1.947 -0.684 0.068 0.24
O -1.451 1.537 -0.093 0.06
C -1.139 -1.801 0.080 0.63
C -1.085 0.399 -0.085 0.00
H -0.759 -1.956 -0.953 0.09
Yb 2.261 0.165 0.106 0.00
```

## Properties
E   -1460.3818 hartree
Max |F|   5.84 eV/A
Charge   +2
Relative energy (zero: lowest compared OMol25 entry of this formula, charge and spin)   327.61 kJ/mol
Expectation value of S²   0.76
Spin multiplicity   2
Frontier orbital gap (spin up / spin down)   9.25 / 8.47 eV


- Number 6 is which compound?
  CH3I3Si